The following is a quantum chemistry calculation of a molecular structure, C21H14Cl2F5NO3Re, from the OMol25 dataset.

Geometry (Å):
Re -0.249 -0.287 -0.419
Cl -2.999 -3.660 5.495
C -2.296 -2.626 4.341
C -1.463 -1.566 4.744
C -0.860 -0.756 3.809
Cl 0.123 0.556 4.280
C -1.025 -0.992 2.397
O -0.362 -0.285 1.568
C -1.932 -2.044 2.010
C -2.234 -2.298 0.632
O -1.766 -1.714 -0.353
C -2.546 -2.834 2.989
H -1.296 -1.386 5.796
H -2.963 -3.096 0.444
H -3.215 -3.626 2.683
O -0.338 -0.752 -2.551
C 0.675 -1.615 -3.085
C 1.862 -0.819 -3.629
C 2.175 0.413 -2.767
C 2.627 0.164 -1.357
C 3.961 -0.156 -1.121
C 4.451 -0.240 0.169
C 3.606 0.135 1.209
C 2.291 0.419 0.921
N 1.768 0.333 -0.322
H -0.694 -0.189 -3.257
H 0.235 -2.231 -3.875
H 0.973 -2.275 -2.264
H 1.632 -0.456 -4.632
H 2.722 -1.482 -3.712
H 1.303 1.068 -2.743
H 2.979 0.959 -3.266
H 4.609 -0.327 -1.966
H 5.468 -0.542 0.366
H 3.957 0.192 2.225
H 1.615 0.728 1.710
F -3.025 0.559 0.460
C -2.502 1.682 -0.068
C -1.195 1.604 -0.547
C -0.652 2.791 -1.035
F 0.619 2.775 -1.466
C -1.370 3.983 -1.089
F -0.802 5.074 -1.566
C -2.696 4.012 -0.644
F -3.396 5.123 -0.708
C -3.266 2.842 -0.123
F -4.511 2.841 0.315

Forces on atoms 1 to 6 (eV/Å):
-1.4 0.9 0.9
-0.1 -0.1 0.3
0.0 0.1 -1.1
-0.2 -0.2 -0.3
-0.2 -0.3 -1.4
0.3 0.2 0.2

Values from the calculation:
Total charge: +2
HOMO energy (spin up / spin down), eV: -14.294 / -14.333
Gap between HOMO and LUMO (spin up / spin down), eV: 6.4 / 5.6
Multiplicity: 4